{
  "formula": "C24H48Cl6N4O10",
  "method": "ωB97M-V with the def2-TZVPD basis set",
  "species": ["O", "C", "O", "C", "C", "O", "H", "H", "H", "H", "O", "C", "O", "C", "C", "O", "H", "H", "H", "H", "C", "N", "C", "C", "O", "H", "H", "H", "H", "H", "H", "H", "C", "N", "C", "C", "O", "H", "H", "H", "H", "H", "H", "H", "C", "N", "C", "C", "O", "H", "H", "H", "H", "H", "H", "H", "C", "N", "C", "C", "O", "H", "H", "H", "H", "H", "H", "H", "Cl", "C", "C", "Cl", "H", "H", "H", "H", "Cl", "C", "C", "Cl", "H", "H", "H", "H", "Cl", "C", "C", "Cl", "H", "H", "H", "H"],
  "coordinates": [[-2.6747, -2.5851, 2.7837], [-2.7482, -3.7605, 2.6391], [-3.8223, -4.5019, 2.9873], [-3.4843, -5.8818, 2.8915], [-2.2487, -5.8796, 1.9887], [-1.7734, -4.5399, 2.1070], [-3.2361, -6.2210, 3.9002], [-4.2743, -6.5227, 2.5101], [-2.4845, -6.0868, 0.9474], [-1.5130, -6.5785, 2.3801], [4.3727, 6.2198, 2.4099], [3.6214, 5.3039, 2.3707], [2.3988, 5.2845, 2.9571], [1.8478, 3.9797, 2.8864], [2.6853, 3.3064, 1.7912], [3.8500, 4.1435, 1.7141], [1.9325, 3.4328, 3.8272], [0.7979, 4.0243, 2.6076], [2.1850, 3.3147, 0.8207], [3.0145, 2.2915, 1.9975], [-1.6473, -0.5641, 0.4474], [-1.0710, 0.7606, 0.3462], [-0.2076, 1.1081, -0.6274], [0.1647, 2.5763, -0.6126], [0.2306, 0.3159, -1.4524], [-2.5668, -0.5000, 1.0183], [-0.9762, -1.2762, 0.9317], [-1.9063, -0.9699, -0.5315], [-1.4079, 1.4984, 0.9453], [0.9923, 2.7861, -1.2860], [0.4581, 2.9147, 0.3829], [-0.6743, 3.1906, -0.9457], [4.9749, 0.2217, 2.8584], [3.9435, -0.2235, 1.9556], [2.9750, -1.1100, 2.3175], [2.0306, -1.4869, 1.2018], [2.8137, -1.4673, 3.4732], [4.9113, -0.3540, 3.7780], [4.8590, 1.2816, 3.0956], [5.9611, 0.0564, 2.4249], [4.0909, -0.0187, 0.9819], [1.4998, -2.4111, 1.4153], [2.5455, -1.6072, 0.2497], [1.2797, -0.7044, 1.0659], [-0.0744, 0.4993, 3.9260], [-0.6900, 1.5578, 4.6865], [-0.9410, 2.7481, 4.1043], [-1.5240, 3.8263, 4.9885], [-0.6972, 2.9633, 2.9215], [-0.0281, -0.4758, 4.4003], [0.9682, 0.7697, 3.7266], [-0.5750, 0.3954, 2.9655], [-0.9551, 1.4128, 5.6435], [-2.5269, 4.0603, 4.6404], [-0.8856, 4.7039, 4.9243], [-1.5643, 3.5091, 6.0316], [1.7546, 2.7535, -3.9830], [2.5638, 2.5605, -5.1666], [3.0219, 1.3375, -5.5533], [3.6802, 1.2895, -6.9039], [2.9789, 0.3720, -4.8152], [2.3494, 2.8502, -3.0772], [1.0407, 1.9389, -3.8397], [1.1429, 3.6428, -4.1373], [2.5351, 3.3008, -5.8435], [4.7559, 1.1949, -6.7404], [3.5543, 2.2248, -7.4563], [3.3481, 0.4665, -7.5274], [1.2229, -3.2247, -1.7019], [-0.1695, -4.1928, -1.2058], [-1.3318, -3.9105, -2.1081], [-2.7753, -4.8255, -1.5545], [-0.4426, -3.8960, -0.1908], [0.0662, -5.2541, -1.1433], [-1.1804, -4.1247, -3.1619], [-1.6391, -2.8707, -2.0390], [-5.1197, 1.3145, -0.2103], [-5.0704, 0.1998, -1.6012], [-5.5743, -1.1683, -1.2622], [-4.7228, -1.8817, 0.1233], [-4.0446, 0.1740, -1.9607], [-5.6721, 0.6224, -2.4044], [-5.3915, -1.8353, -2.1030], [-6.6353, -1.1304, -1.0292], [-0.0066, -2.6352, -5.2536], [-0.0974, -1.0774, -4.4023], [-1.4030, -0.3642, -4.6464], [-2.7963, -1.2601, -3.9386], [0.6924, -0.4803, -4.8614], [0.1264, -1.1754, -3.3435], [-1.5928, -0.2711, -5.7118], [-1.3943, 0.6054, -4.1563]],
  "relative_energy_kcal_mol": 0.0,
  "orbital_gap_ev": 10.02
}

---

{
  "formula": "C34H44N4O9S",
  "method": "ωB97M-V with the def2-TZVPD basis set",
  "species": ["H", "N", "C", "C", "C", "C", "C", "O", "C", "C", "C", "O", "C", "C", "C", "C", "C", "C", "C", "C", "N", "C", "C", "C", "O", "C", "C", "C", "S", "C", "N", "N", "C", "O", "C", "C", "O", "H", "H", "H", "H", "H", "H", "H", "H", "H", "H", "H", "H", "H", "H", "H", "H", "H", "H", "H", "H", "H", "H", "H", "H", "H", "H", "H", "H", "H", "H", "H", "O", "C", "C", "C", "C", "O", "H", "H", "H", "H", "H", "H", "O", "C", "C", "C", "C", "O", "H", "H", "H", "H", "H", "H"],
  "coordinates": [[-6.8130, 0.2538, 0.6135], [-6.5318, 0.3771, 1.6059], [-5.6631, -0.5660, 1.9430], [-5.1380, -0.5745, 3.4528], [-5.2631, -1.6310, 0.8162], [-3.6915, -1.9843, 0.7897], [-3.2688, -3.2937, 1.1865], [-4.1476, -4.3204, 1.6402], [-4.2676, -4.1084, 3.0969], [-3.4778, -5.2111, 3.9605], [-1.6897, -3.6426, 1.1746], [-1.2542, -4.7645, 0.8315], [-0.7463, -2.4020, 1.5924], [0.5595, -2.5870, 2.3948], [1.3473, -1.3144, 2.7731], [0.9022, 0.1474, 2.3969], [1.8394, 1.3183, 2.9308], [2.4586, 2.2700, 1.8008], [3.3571, 3.4092, 2.5500], [4.9178, 3.1669, 2.2536], [5.6067, 4.2762, 1.5290], [4.8247, 4.7871, 0.3578], [6.8415, 3.6800, 0.9116], [6.7932, 2.5731, -0.2607], [8.0018, 4.0511, 1.2571], [-0.3865, 0.3063, 1.5587], [-0.8825, 1.7690, 1.0950], [-0.5156, 1.9268, -0.4891], [-1.8237, 2.8384, -1.4405], [-2.0935, 2.0857, -3.0861], [-1.5969, 2.5693, -4.3538], [-1.9848, 1.8344, -5.4349], [-2.8004, 0.7607, -4.8981], [-2.8304, 0.9471, -3.4966], [-1.2114, -0.9626, 1.1619], [-2.5860, -0.8989, 0.3353], [-2.8132, -0.1186, -0.6144], [-5.4399, -1.5330, 4.0124], [-4.0056, -0.4411, 3.5518], [-5.6657, 0.2836, 4.0084], [-5.6228, -1.2877, -0.2177], [-5.8601, -2.5868, 1.0496], [-3.8332, -3.0813, 3.3769], [-5.3609, -4.0875, 3.4421], [-2.8769, -5.9175, 3.2983], [-2.7144, -4.6808, 4.6462], [-4.1759, -5.8023, 4.6617], [0.8896, -3.6386, 2.6788], [2.3047, -1.4599, 3.3897], [1.1841, 1.9888, 3.6005], [2.6686, 0.9033, 3.6052], [3.0598, 1.6800, 1.0220], [1.6483, 2.8395, 1.2309], [2.9862, 4.4674, 2.3570], [3.2052, 3.2249, 3.6820], [5.0251, 2.1333, 1.7662], [5.4461, 3.0752, 3.2790], [4.2596, 3.9922, -0.2334], [5.5717, 5.3816, -0.2941], [4.1007, 5.5912, 0.7652], [5.8097, 2.5537, -0.8362], [6.8931, 1.5490, 0.2563], [7.6345, 2.6866, -1.0300], [-2.0259, 1.8531, 1.1971], [-0.3675, 2.5764, 1.7113], [0.5044, 2.4052, -0.6591], [-0.4335, 0.8480, -0.8936], [-3.3087, -0.0297, -5.5305], [6.7786, 1.5449, -3.7901], [7.7934, 2.1504, -4.0170], [8.3197, 2.5038, -5.3812], [9.7543, 2.8827, -5.0805], [9.6637, 3.4063, -3.6660], [8.6116, 2.6524, -3.0511], [7.7494, 3.3483, -5.7752], [8.2619, 1.6511, -6.0572], [10.1732, 3.6066, -5.7814], [10.3831, 1.9871, -5.1049], [9.3987, 4.4672, -3.6313], [10.5934, 3.2561, -3.1146], [-7.4691, -2.5842, -0.2926], [-7.6677, -3.5887, -0.9288], [-6.9273, -4.0014, -2.1716], [-7.8286, -5.0792, -2.7353], [-8.4786, -5.6420, -1.4930], [-8.5796, -4.5372, -0.5869], [-5.9480, -4.3955, -1.8885], [-6.8209, -3.1643, -2.8614], [-7.2994, -5.8313, -3.3227], [-8.5886, -4.6232, -3.3776], [-7.8730, -6.4232, -1.0241], [-9.4735, -6.0414, -1.6972]],
  "orbital_gap_ev": 7.94
}

---

{
  "formula": "C31H66F3N12O9",
  "method": "ωB97M-V with the def2-TZVPD basis set",
  "species": ["O", "C", "C", "N", "C", "C", "C", "F", "F", "F", "C", "N", "C", "N", "N", "H", "H", "H", "H", "H", "H", "H", "H", "H", "H", "C", "O", "N", "C", "C", "H", "H", "H", "H", "H", "H", "H", "C", "O", "N", "C", "C", "H", "H", "H", "H", "H", "H", "H", "C", "O", "N", "C", "C", "H", "H", "H", "H", "H", "H", "H", "C", "O", "N", "C", "C", "H", "H", "H", "H", "H", "H", "H", "C", "O", "N", "C", "C", "H", "H", "H", "H", "H", "H", "H", "C", "O", "N", "C", "C", "H", "H", "H", "H", "H", "H", "H", "C", "O", "N", "C", "C", "H", "H", "H", "H", "H", "H", "H", "C", "O", "N", "C", "C", "H", "H", "H", "H", "H", "H", "H"],
  "coordinates": [[-5.8292, 0.9659, -7.5773], [-4.9708, 0.2149, -7.8648], [-5.2877, -1.2949, -7.7592], [-4.1503, -2.1871, -8.0945], [-4.2976, -3.0855, -9.2471], [-3.1088, -3.0901, -10.2601], [-2.5097, -1.7085, -10.5709], [-3.3354, -0.6904, -10.3722], [-1.3332, -1.5491, -9.9416], [-2.2109, -1.6848, -11.8878], [-3.1087, -2.1303, -7.2880], [-2.9611, -1.3457, -6.2130], [-1.7859, -1.5834, -5.6137], [-1.2146, -2.5184, -6.3526], [-1.9845, -2.8776, -7.3765], [-3.9963, 0.6343, -8.1995], [-6.1815, -1.5297, -8.3544], [-5.5403, -1.5030, -6.7022], [-4.4913, -4.1208, -8.9141], [-5.1910, -2.7705, -9.8063], [-2.3458, -3.8335, -9.9734], [-3.5176, -3.4686, -11.2134], [-1.3475, -1.1560, -4.7120], [-0.3071, -2.9359, -6.1759], [-1.6831, -3.6054, -8.0075], [1.1324, -2.9043, -3.3555], [-0.0063, -2.4774, -3.5585], [2.2287, -2.1538, -3.2663], [3.5381, -2.7345, -3.0226], [2.1109, -0.7113, -3.4128], [1.3323, -3.9793, -3.2276], [3.9459, -2.3242, -2.0993], [4.2020, -2.4892, -3.8539], [3.4668, -3.8164, -2.9281], [1.4394, -0.3325, -2.6426], [1.6912, -0.4758, -4.3949], [3.0855, -0.2415, -3.3105], [4.1533, -4.9338, 0.6191], [4.2914, -5.0396, -0.5895], [3.2024, -4.2005, 1.2293], [3.1014, -4.1162, 2.6770], [2.2490, -3.4692, 0.4145], [4.8244, -5.4454, 1.3275], [2.1222, -4.4860, 2.9914], [3.2118, -3.0749, 2.9841], [3.8741, -4.7098, 3.1552], [1.7016, -4.1693, -0.2216], [2.7809, -2.7640, -0.2253], [1.5499, -2.9279, 1.0477], [0.8226, 1.7910, -0.2665], [1.2828, 0.7453, -0.7004], [0.1945, 2.7251, -1.0026], [-0.3312, 3.9492, -0.4142], [0.0371, 2.5044, -2.4265], [0.8918, 2.0544, 0.8020], [-1.4067, 3.9961, -0.5886], [0.1497, 4.8066, -0.8848], [-0.1422, 3.9767, 0.6519], [-0.5294, 1.5843, -2.5917], [1.0207, 2.3930, -2.8890], [-0.4869, 3.3426, -2.8803], [1.6942, 5.2562, 1.9181], [0.5674, 5.6851, 1.7263], [2.8011, 6.0081, 2.0362], [4.1090, 5.4217, 2.2628], [2.6819, 7.4533, 1.9333], [1.8934, 4.1739, 2.0107], [4.5174, 5.7997, 3.2021], [4.7756, 5.6957, 1.4428], [4.0388, 4.3362, 2.3166], [2.0070, 7.8182, 2.7090], [2.2636, 7.7149, 0.9603], [3.6574, 7.9199, 2.0489], [1.7868, 1.3256, 4.6620], [1.9030, 1.3041, 3.4493], [0.8250, 1.9893, 5.3339], [0.7423, 1.9781, 6.7819], [-0.1574, 2.7388, 4.5735], [2.4853, 0.7865, 5.3242], [-0.2184, 1.5585, 7.0870], [0.8260, 3.0000, 7.1578], [1.5438, 1.3764, 7.2072], [-0.6878, 2.0606, 3.9026], [0.3483, 3.4950, 3.9704], [-0.8686, 3.2225, 5.2393], [3.9904, -4.3523, 6.6344], [4.1317, -4.4686, 5.4296], [3.0413, -3.6048, 7.2296], [2.9244, -3.5088, 8.6720], [2.1055, -2.8706, 6.3948], [4.6516, -4.8667, 7.3513], [1.9401, -3.8666, 8.9803], [3.0413, -2.4668, 8.9766], [3.6901, -4.1096, 9.1598], [1.5619, -3.5711, 5.7591], [2.6591, -2.1789, 5.7560], [1.4006, -2.3166, 7.0100], [-1.5906, -4.0949, 6.0702], [-1.3336, -2.9675, 6.4489], [-1.7155, -4.4680, 4.7794], [-2.0234, -5.8327, 4.3970], [-1.5350, -3.4675, 3.7415], [-1.7452, -4.9266, 6.7782], [-1.2177, -6.2251, 3.7728], [-2.9582, -5.8490, 3.8327], [-2.1294, -6.4633, 5.2779], [-0.5333, -3.0399, 3.8183], [-2.2633, -2.6667, 3.8778], [-1.6657, -3.9169, 2.7594], [-2.4248, 6.4737, 0.3917], [-2.2917, 6.4247, -0.8185], [-3.3871, 7.1629, 1.0397], [-3.4808, 7.1754, 2.4856], [-4.3570, 7.9146, 0.2622], [-1.7420, 5.9411, 1.0725], [-4.4495, 6.7726, 2.7904], [-3.3871, 8.2019, 2.8467], [-2.6893, 6.5704, 2.9255], [-4.8938, 7.2364, -0.4031], [-3.8383, 8.6567, -0.3467], [-5.0633, 8.4133, 0.9225]],
  "total_charge": 1,
  "orbital_gap_ev": 7.88
}